(1)
This record from OMol25 describes a single C20H24ClN3O3S molecule. The level of theory is ωB97M-V/def2-TZVPD.

```
52
Properties=species:S:1:pos:R:3:mulliken_charge:R:1
C -2.19 3.53 7.05 -0.721
O -1.76 2.42 6.29 -0.309
C -2.71 2.05 5.32 -0.558
C -2.17 0.92 4.50 0.660
C -2.80 -0.28 4.32 -0.581
S -1.92 -1.34 3.32 -0.094
C -0.66 -0.18 3.13 0.480
C 0.56 -0.49 2.37 0.204
O 1.58 0.14 2.53 -0.571
N 0.47 -1.65 1.55 0.377
C 1.60 -2.57 1.73 -0.947
C 2.84 -2.21 0.92 -0.566
C 2.46 -2.03 -0.54 -1.107
C 1.31 -1.04 -0.71 -0.056
N 0.93 -0.94 -2.11 0.054
C 1.27 0.12 -2.89 0.404
O 1.84 1.11 -2.46 -0.667
C 0.87 0.01 -4.33 0.211
C 0.72 -1.20 -5.00 -0.513
C 0.36 -1.20 -6.33 -0.835
C 0.16 -0.01 -7.00 0.465
Cl -0.29 -0.04 -8.68 -0.246
C 0.31 1.22 -6.36 0.550
N 0.07 2.42 -7.01 -0.543
C 0.68 1.20 -5.01 -0.609
C 0.09 -1.45 0.14 -0.054
C -1.05 -0.45 -0.01 -1.696
C -0.92 0.97 3.83 -1.307
H -1.41 3.75 7.77 0.252
H -2.35 4.41 6.41 0.303
H -3.12 3.32 7.58 0.287
H -3.66 1.76 5.79 0.359
H -2.93 2.92 4.67 0.307
H -3.75 -0.58 4.74 0.430
H 1.82 -2.63 2.79 0.454
H 1.23 -3.56 1.42 0.385
H 3.26 -1.28 1.31 0.323
H 3.59 -2.99 1.03 0.397
H 3.31 -1.69 -1.13 0.386
H 2.15 -3.00 -0.96 0.288
H 1.64 -0.05 -0.40 0.309
H 0.44 -1.71 -2.53 0.337
H 0.91 -2.14 -4.50 0.440
H 0.25 -2.13 -6.88 0.406
H 0.49 3.23 -6.61 0.236
H 0.10 2.39 -8.02 0.190
H 0.83 2.13 -4.48 0.379
H -0.25 -2.43 -0.22 0.396
H -1.32 -0.36 -1.06 0.513
H -1.92 -0.76 0.55 0.394
H -0.75 0.55 0.33 0.338
H -0.24 1.80 3.85 0.467
```

As for the HOMO energy: -0.3096 Eh. The calculation puts the total energy at -2024.9183 a.u. The value obtained for the LUMO energy is 0.3 eV. Its spin multiplicity is 1. The energy relative to the best compared isomer or geometry (same formula, charge and spin) is 7.3 kcal/mol. The calculation puts the gap between HOMO and LUMO at 8.74 eV. As for the SMILES: COCc1csc(C(=O)N2CCC[C@@H](NC(=O)c3ccc(Cl)c(N)c3)[C@@H]2C)c1.

---

(2)
This record from OMol25 describes a molecular structure, H16O9V at a distorted geometry. The level of theory is ωB97M-V/def2-TZVPD.

```
26
Properties=species:S:1:pos:R:3:mulliken_charge:R:1
O 0.63 -0.21 0.75 -0.512
V -0.28 0.58 -0.26 0.984
O 1.26 1.97 -0.95 -0.419
H 1.61 2.59 -0.30 0.290
H 2.03 1.65 -1.42 0.275
O -1.58 -0.23 2.33 -0.495
H -2.33 -0.78 2.55 0.242
H -1.02 -0.28 3.11 0.278
O -1.57 1.76 -1.86 -0.461
H -2.31 2.31 -1.61 0.281
H -1.83 1.37 -2.69 0.299
O 0.65 -0.59 -1.89 -0.313
H 1.45 -0.46 -2.39 0.236
H 0.51 -1.54 -1.91 0.229
O -1.94 -0.75 -0.73 -0.409
H -2.63 -0.64 -0.08 0.236
H -2.35 -1.24 -1.44 0.244
O 3.31 -1.44 1.47 -0.557
H 3.31 -0.49 1.36 0.275
H 4.17 -1.64 1.83 0.280
O -0.67 2.13 1.26 -0.519
H -0.52 2.99 0.87 0.292
H -1.23 2.31 2.02 0.263
O 0.39 -2.74 -0.11 -0.548
H -0.01 -3.51 -0.52 0.268
H 0.93 -3.09 0.60 0.261
```

As for the HOMO energy (spin up / spin down): -0.3321 / -0.4564 Eh. The calculation puts the total energy at -1630.5414 a.u. The value obtained for the LUMO energy (spin up / spin down) is -3.1 / -3.1 eV. The expectation value of S² is 2.0185. Its charge is +1. Its spin multiplicity is 3. The calculation puts the gap between HOMO and LUMO (spin up / spin down) at 5.91 / 9.27 eV.

---

(3)
This record from OMol25 describes 3 unconnected molecules or ions with the total composition C4H12N2O2 at a distorted geometry. The level of theory is ωB97M-V/def2-TZVPD.

```
20
Properties=species:S:1:pos:R:3:mulliken_charge:R:1
C -1.28 0.04 0.26 1.100
C 1.17 0.36 0.80 -0.452
C -1.23 0.17 -1.07 -1.320
C 1.58 -0.45 -2.04 -0.956
N -1.26 -1.23 0.89 -0.592
N -1.66 1.08 1.14 -0.549
O 1.44 1.59 1.15 -0.319
O 1.17 -0.46 1.86 -0.522
H 1.57 1.68 2.12 0.356
H 0.64 -1.26 1.61 0.462
H 1.37 -0.09 -0.88 0.418
H -1.92 -1.28 1.66 0.201
H -1.44 -1.98 0.23 0.216
H -1.09 1.16 1.97 0.257
H -1.73 1.98 0.67 0.244
H -1.20 1.15 -1.53 0.254
H -1.22 -0.69 -1.72 0.268
H 2.65 -0.36 -2.15 0.362
H 1.11 0.09 -2.85 0.277
H 1.32 -1.50 -2.12 0.295
```

As for the HOMO energy: -0.2882 Eh. The calculation puts the total energy at -419.4842 a.u. The value obtained for the LUMO energy is 0.7 eV. Its spin multiplicity is 1. The energy relative to the best compared isomer or geometry (same formula, charge and spin) is 103.1 kcal/mol. The calculation puts the gap between HOMO and LUMO at 8.49 eV.

---

(4)
This record from OMol25 describes a molecular structure, C24H26N4O2PtS at a distorted geometry. The level of theory is ωB97M-V/def2-TZVPD.

```
58
Properties=species:S:1:pos:R:3:mulliken_charge:R:1
Pt -0.01 0.46 -0.09 1.489
C -2.36 -2.83 -1.27 -0.871
C -1.40 -3.63 -1.88 -0.998
C -0.08 -3.21 -1.98 -0.527
C 0.29 -1.98 -1.46 0.490
C -0.71 -1.23 -0.84 0.269
C -2.02 -1.59 -0.74 -0.578
C 1.62 -1.36 -1.51 1.206
C 2.77 -1.93 -2.08 -1.140
C 3.94 -1.24 -2.03 -0.805
C 4.01 0.03 -1.41 1.193
C 5.21 0.77 -1.33 -0.849
C 5.24 1.98 -0.72 -0.755
C 4.06 2.52 -0.17 -0.986
C 2.87 1.84 -0.23 -0.888
C 2.84 0.58 -0.85 0.801
N 1.67 -0.16 -0.94 -0.032
H -3.39 -3.17 -1.21 0.473
H -1.69 -4.59 -2.29 0.419
H 0.65 -3.84 -2.47 0.476
H -2.76 -0.96 -0.25 0.648
H 2.71 -2.90 -2.55 0.468
H 4.84 -1.66 -2.46 0.488
H 6.11 0.34 -1.77 0.449
H 6.17 2.54 -0.65 0.428
H 4.09 3.48 0.33 0.466
H 1.98 2.26 0.22 0.518
O 2.56 -0.28 2.87 -0.496
C 1.41 -0.01 2.98 0.015
C 0.54 0.11 4.23 -0.458
C -0.87 0.52 3.75 -0.461
C -0.67 0.60 2.28 0.185
O -1.48 0.89 1.32 -0.733
N 0.55 0.30 1.87 0.228
H 1.00 0.84 4.90 0.319
H 0.55 -0.85 4.74 0.325
H -1.23 1.47 4.15 0.338
H -1.63 -0.23 3.97 0.318
C -2.15 4.97 -2.85 -1.143
N -1.20 4.07 -2.16 -0.004
C 0.21 4.42 -2.41 -0.958
C -1.59 2.90 -1.65 0.674
S -0.55 1.56 -2.06 -0.292
N -2.74 2.80 -1.00 0.156
C -3.40 3.95 -0.37 -1.256
C -3.41 1.52 -0.77 -1.348
H -1.84 5.05 -3.89 0.401
H -2.14 5.96 -2.39 0.386
H -3.15 4.55 -2.82 0.374
H 0.28 5.50 -2.39 0.362
H 0.54 4.06 -3.38 0.356
H 0.85 4.00 -1.63 0.344
H -2.70 4.78 -0.28 0.432
H -3.72 3.64 0.62 0.401
H -4.28 4.27 -0.94 0.386
H -3.10 0.80 -1.52 0.516
H -4.49 1.68 -0.86 0.491
H -3.18 1.15 0.23 0.290
```

As for the HOMO energy: -0.5344 Eh. The calculation puts the total energy at -1816.6555 a.u. The value obtained for the LUMO energy is -7.3 eV. Its charge is +2. Its spin multiplicity is 1. The energy relative to the best compared isomer or geometry (same formula, charge and spin) is 0.0 kcal/mol. The calculation puts the gap between HOMO and LUMO at 7.24 eV.

---

(5)
This record from OMol25 describes a molecular structure, C17H50BCl3F2I2N8O6P4ScSi. The level of theory is ωB97M-V/def2-TZVPD.

```
95
Properties=species:S:1:pos:R:3:mulliken_charge:R:1
Sc 0.22 -0.55 0.56 0.219
C 0.24 0.06 -4.93 -1.093
N -0.50 -0.92 -4.14 0.577
C -1.56 -1.60 -4.86 -0.820
P 0.20 -1.37 -2.73 -0.288
O 0.39 -0.26 -1.77 0.691
O -0.87 -2.48 -2.21 -0.841
P -1.94 -2.35 -1.03 0.657
O -1.69 -1.14 -0.17 -0.762
N -3.41 -2.17 -1.72 0.665
C -4.01 -3.29 -2.43 -1.121
C -4.34 -1.12 -1.32 -0.713
N -1.87 -3.81 -0.34 0.322
C -0.70 -4.68 -0.28 -0.607
C -2.83 -4.02 0.75 -0.622
N 1.60 -2.13 -3.07 0.676
C 1.61 -3.22 -4.03 -1.005
C 2.75 -2.08 -2.18 -0.797
H 0.74 -0.40 -5.79 0.315
H 1.00 0.54 -4.31 0.212
H -0.44 0.83 -5.30 0.373
H -1.18 -2.09 -5.76 0.353
H -2.32 -0.87 -5.17 0.298
H -2.04 -2.34 -4.23 0.152
H -3.24 -4.00 -2.74 0.321
H -4.53 -2.93 -3.31 0.362
H -4.73 -3.83 -1.80 0.320
H -3.79 -0.30 -0.86 0.080
H -5.09 -1.49 -0.62 0.284
H -4.85 -0.74 -2.21 0.288
H -0.05 -4.49 -1.13 -0.014
H -1.04 -5.72 -0.32 0.435
H -0.12 -4.53 0.63 0.051
H -3.71 -3.39 0.61 0.216
H -2.39 -3.78 1.72 -0.065
H -3.15 -5.06 0.76 0.386
H 0.79 -3.12 -4.74 0.258
H 1.51 -4.19 -3.54 0.291
H 2.54 -3.21 -4.59 0.343
H 2.70 -1.19 -1.56 -0.013
H 3.66 -2.04 -2.79 0.379
H 2.79 -2.96 -1.53 0.252
I -1.73 -0.39 5.56 0.101
C -3.30 -1.25 4.44 -0.564
I -3.78 -0.18 2.67 0.102
H -4.18 -1.28 5.06 0.464
H -2.97 -2.24 4.15 0.025
C 4.65 1.86 0.56 -0.872
N 3.58 2.79 0.19 0.450
C 3.88 4.20 0.37 -1.074
P 2.05 2.29 0.02 -0.330
O 1.88 0.84 0.32 -0.262
O 1.17 3.14 1.10 -0.617
P 0.17 2.52 2.22 -0.267
O -0.37 1.21 1.75 0.279
N 0.98 2.40 3.62 0.723
C 1.61 3.57 4.21 -1.116
C 1.37 1.12 4.22 -0.369
N -0.87 3.76 2.41 0.419
C -1.34 4.57 1.28 -0.745
C -1.85 3.64 3.50 -0.798
N 1.49 2.78 -1.42 1.070
C 2.25 3.58 -2.38 -1.180
C 0.05 2.78 -1.65 -0.999
H 5.54 2.08 -0.03 0.314
H 4.33 0.84 0.36 0.178
H 4.90 1.94 1.62 0.288
H 4.79 4.46 -0.17 0.378
H 4.02 4.45 1.43 0.290
H 3.07 4.82 -0.02 0.285
H 1.33 4.47 3.67 0.335
H 2.70 3.48 4.18 0.341
H 1.31 3.68 5.25 0.320
H 0.71 0.34 3.86 -0.595
H 1.27 1.19 5.30 0.409
H 2.41 0.86 3.97 0.185
H -0.53 4.72 0.57 0.070
H -1.64 5.54 1.67 0.414
H -2.19 4.11 0.78 0.243
H -1.45 3.01 4.29 0.229
H -2.79 3.20 3.15 0.245
H -2.05 4.63 3.90 0.312
H 3.32 3.42 -2.23 0.314
H 2.03 4.65 -2.28 0.328
H 1.99 3.27 -3.39 0.340
H -0.46 2.23 -0.86 0.086
H -0.18 2.27 -2.59 0.204
H -0.35 3.80 -1.68 0.362
F 2.05 -1.37 2.39 -0.391
B 0.74 -1.78 2.52 1.249
F 0.91 -2.29 0.02 -0.590
Cl 1.86 -4.92 2.99 -0.300
Si 0.77 -3.37 3.79 0.310
Cl -1.09 -4.16 4.23 -0.321
Cl 1.62 -2.86 5.60 -0.286
```

As for the HOMO energy: -0.3389 Eh. The calculation puts the total energy at -6183.9812 a.u. The value obtained for the LUMO energy is -1.9 eV. Its charge is +1. Its spin multiplicity is 1. The energy relative to the best compared isomer or geometry (same formula, charge and spin) is 48.9 kcal/mol. The calculation puts the gap between HOMO and LUMO at 7.31 eV.